Record 1
Here is one molecule with the formula C4H4Cl4 at a distorted geometry from the Open Molecules 2025 dataset. Energies are from wB97M-V/def2-TZVPD.

The geometry in XYZ format:
```
12
Properties=species:S:1:pos:R:3:nbo_charge:R:1
C -0.35 0.58 0.03 -0.363
C 0.55 -0.50 -0.14 0.096
C 2.00 -0.25 0.11 -0.644
C -1.78 0.34 0.00 -0.098
Cl 0.00 -2.15 -0.38 0.034
Cl -2.41 -0.85 1.20 0.006
Cl -2.33 -0.16 -1.62 0.020
Cl -2.55 1.83 0.54 0.021
H -0.02 1.56 -0.11 0.246
H 2.54 -0.89 -0.50 0.227
H 2.27 0.77 -0.22 0.226
H 2.11 -0.28 1.08 0.229
```

The LUMO energy is 0.209 eV. The calculation puts the orbital gap at 9.86 eV. As for the SMILES: C/C(Cl)=C/C(Cl)(Cl)Cl. As for the max |F|: 5.886 eV/Å. Its energy is -1995.5300 hartree. The value obtained for the energy above the lowest of the compared OMol25 structures with the same formula, charge and spin is 87.0 kJ/mol.

Record 2
Here is a 2-piece molecular cluster, C5H13NO overall at a distorted geometry from the Open Molecules 2025 dataset. Energies are from wB97M-V/def2-TZVPD.

The geometry in XYZ format:
```
20
Properties=species:S:1:pos:R:3:mulliken_spin:R:1
C 1.13 -0.34 -1.23 0.034
C 0.21 0.74 -1.80 0.034
C -0.49 1.56 -0.74 0.336
C -1.32 0.81 0.09 0.369
C -2.20 1.14 1.28 0.010
N 2.13 0.08 -0.16 0.057
H 1.54 -0.90 -2.05 -0.001
H 0.45 -1.04 -0.80 -0.013
H -0.80 0.25 -2.36 0.072
H 0.67 1.29 -2.58 0.000
H -0.39 2.68 -0.76 0.023
H -1.53 -0.28 -0.25 0.008
H -1.84 1.98 1.84 0.002
H -2.22 0.27 1.94 0.017
H -3.37 1.37 1.06 0.063
H 2.45 -0.73 0.44 -0.002
H 1.34 0.62 0.46 -0.009
H 1.15 -2.93 2.51 0.000
H 1.66 -3.75 1.49 0.000
O 1.43 -2.81 1.62 -0.001
```

The LUMO energy (spin up / spin down) is -4.914 / -8.405 eV. As for the spin multiplicity: 2. The calculation puts the orbital gap (spin up / spin down) at 8.53 / 4.90 eV. As for the max |F|: 4.191 eV/Å. The total charge is +1. Its energy is -327.8853 hartree. The value obtained for the energy above the lowest of the compared OMol25 structures with the same formula, charge and spin is 341.2 kJ/mol.

Record 3
Here is C38H50AsBN2O4S3Ti as an isolated structure at a distorted geometry from the Open Molecules 2025 dataset. Energies are from wB97M-V/def2-TZVPD.

The geometry in XYZ format:
```
100
Properties=species:S:1:pos:R:3:mulliken_spin:R:1
Ti 0.50 0.34 -0.46 0.450
C 1.06 2.31 -2.98 0.005
O 1.48 1.30 -2.03 -0.001
C 2.85 0.94 -2.07 0.023
C 3.74 1.52 -2.93 0.005
C 5.06 1.07 -2.92 -0.003
C 5.44 0.06 -2.05 0.008
C 4.51 -0.50 -1.17 0.013
C 3.22 -0.05 -1.17 -0.046
N 2.18 -0.54 -0.31 -0.068
N 2.51 -1.56 0.48 0.462
C 1.59 -2.09 1.34 0.013
C 0.26 -1.68 1.50 0.144
O -0.25 -0.71 0.70 -0.009
C -0.58 -2.27 2.46 -0.055
C -0.13 -3.28 3.24 0.131
C 1.20 -3.78 3.10 -0.020
C 1.66 -4.86 3.90 0.039
C 2.93 -5.36 3.75 -0.029
C 3.79 -4.78 2.79 0.037
C 3.37 -3.73 2.02 -0.033
C 2.07 -3.20 2.16 -0.027
H 1.56 3.24 -2.77 0.000
H 0.00 2.42 -2.87 -0.003
H 1.29 1.97 -3.99 -0.001
H 3.45 2.30 -3.62 0.000
H 5.78 1.51 -3.59 0.000
H 6.46 -0.29 -2.04 0.000
H 4.79 -1.28 -0.47 -0.001
H -1.60 -1.89 2.55 0.002
H -0.78 -3.73 3.98 0.002
H 0.98 -5.30 4.63 0.001
H 3.27 -6.19 4.36 -0.001
H 4.79 -5.17 2.67 0.001
H 4.04 -3.29 1.28 0.003
C 0.57 -4.10 -1.27 -0.002
C 1.07 -3.39 -2.55 0.004
S 0.60 -1.65 -2.78 -0.009
C -0.88 -1.66 -3.82 0.007
C -2.08 -2.47 -3.34 -0.001
S -2.56 -2.06 -1.64 0.006
C -3.19 -3.65 -1.03 0.000
C -2.12 -4.54 -0.38 -0.004
S -0.87 -5.19 -1.52 0.000
H 0.34 -3.38 -0.50 0.007
H 1.37 -4.74 -0.90 0.000
H 0.80 -3.93 -3.46 0.001
H 2.15 -3.32 -2.52 -0.001
H -0.60 -2.01 -4.81 0.000
H -1.13 -0.60 -3.90 -0.002
H -1.82 -3.53 -3.35 0.000
H -2.92 -2.30 -4.01 0.000
H -3.69 -4.16 -1.85 0.000
H -3.95 -3.40 -0.29 0.000
H -2.60 -5.41 0.06 0.000
H -1.61 -4.00 0.42 0.003
C 3.53 2.71 3.32 0.000
C 2.29 3.03 2.52 -0.001
C 2.29 4.48 2.10 0.001
O 2.32 2.23 1.30 -0.042
B 1.06 1.76 1.04 0.049
O 0.18 2.06 2.07 -0.039
C 0.96 2.58 3.20 -0.004
C 1.12 1.43 4.17 0.003
C 0.18 3.71 3.84 0.000
H 4.41 3.06 2.77 0.000
H 3.64 1.63 3.47 0.000
H 3.51 3.21 4.29 0.000
H 3.17 4.67 1.48 0.000
H 2.32 5.15 2.96 0.000
H 1.40 4.72 1.50 0.000
H 1.65 0.59 3.70 -0.003
H 0.13 1.08 4.47 0.001
H 1.67 1.73 5.07 0.000
H -0.08 4.48 3.12 0.000
H 0.77 4.16 4.65 0.000
H -0.74 3.31 4.27 0.000
C -1.86 3.40 -0.49 0.011
As -1.92 1.50 -0.87 -0.023
C -3.15 0.97 0.51 0.003
C -3.01 1.47 -2.48 0.003
C -4.35 2.11 -2.29 -0.002
C -4.53 3.48 -2.49 0.000
C -5.79 4.06 -2.31 0.000
C -6.87 3.28 -1.95 0.000
C -6.70 1.91 -1.76 0.000
C -5.45 1.33 -1.93 0.000
H -2.87 3.77 -0.40 0.001
H -1.34 3.95 -1.27 0.001
H -1.33 3.53 0.45 -0.008
H -4.06 1.56 0.40 0.000
H -2.68 1.17 1.47 -0.004
H -3.38 -0.09 0.43 0.001
H -3.11 0.42 -2.74 0.000
H -2.43 1.95 -3.27 0.000
H -3.69 4.10 -2.79 0.000
H -5.91 5.13 -2.47 0.000
H -7.85 3.73 -1.82 0.000
H -7.55 1.29 -1.49 0.000
H -5.32 0.27 -1.79 0.000
```

The LUMO energy (spin up / spin down) is -3.131 / -3.647 eV. As for the spin multiplicity: 2. The calculation puts the orbital gap (spin up / spin down) at 6.45 / 6.75 eV. As for the max |F|: 2.422 eV/Å. The total charge is +1. Its energy is -6193.0492 hartree. The value obtained for the energy above the lowest of the compared OMol25 structures with the same formula, charge and spin is 68.1 kJ/mol.

Record 4
Here is a 6-piece molecular cluster, C31H53BrN7O3 overall from the Open Molecules 2025 dataset. Energies are from wB97M-V/def2-TZVPD.

The geometry in XYZ format:
```
95
Properties=species:S:1:pos:R:3:mulliken_charge:R:1
C -0.77 -3.86 -1.32 -0.968
C 0.34 -3.48 -2.28 -0.637
O 0.81 -2.16 -2.08 -0.142
C 1.98 -2.07 -1.25 -0.809
C 1.89 -0.92 -0.25 0.099
O 2.72 0.20 -0.54 -0.378
C 2.42 0.91 -1.72 -0.512
C 1.21 1.83 -1.64 -0.633
O -0.02 1.09 -1.58 -0.199
C -1.11 1.54 -2.31 -1.042
C -1.41 0.59 -3.45 1.119
C -0.36 0.11 -4.26 -0.498
N -0.51 -0.69 -5.28 -0.664
N -1.77 -1.08 -5.51 0.312
C -2.82 -0.73 -4.79 -0.036
Br -4.47 -1.44 -5.29 -0.058
C -2.68 0.14 -3.71 -0.349
H -1.38 -4.66 -1.74 0.360
H -1.41 -3.00 -1.12 0.262
H -0.39 -4.23 -0.37 0.333
H -0.04 -3.53 -3.31 0.346
H 1.17 -4.20 -2.24 0.393
H 2.83 -1.89 -1.92 0.260
H 2.16 -3.01 -0.74 0.638
H 0.85 -0.63 -0.12 0.250
H 2.24 -1.30 0.71 -0.108
H 3.27 1.57 -1.91 0.401
H 2.34 0.25 -2.59 0.201
H 1.28 2.48 -0.76 0.413
H 1.22 2.48 -2.52 0.466
H -0.99 2.56 -2.70 0.474
H -1.99 1.56 -1.66 0.422
H 0.65 0.42 -4.06 0.482
H -1.89 -1.69 -6.31 0.249
H -3.54 0.42 -3.12 0.513
C 5.00 1.17 2.54 -1.449
C 3.59 1.30 3.10 0.087
C 3.25 0.20 4.11 -0.256
C 3.26 -1.12 3.48 0.243
N 3.30 -2.14 2.95 -0.480
H 5.13 0.23 2.00 0.351
H 5.20 1.99 1.84 0.358
H 5.74 1.22 3.33 0.394
H 2.86 1.27 2.28 0.000
H 3.47 2.27 3.59 0.410
H 2.26 0.36 4.54 -0.025
H 3.97 0.21 4.94 0.400
C -0.23 2.98 6.16 -1.040
C -1.03 2.68 4.90 -0.736
C -0.15 2.49 3.66 0.338
C 0.60 3.70 3.33 0.230
N 1.18 4.65 3.07 -0.507
H 0.33 3.91 6.06 0.344
H -0.88 3.07 7.02 0.415
H 0.48 2.17 6.37 0.224
H -1.75 3.48 4.71 0.338
H -1.61 1.76 5.04 0.360
H -0.75 2.20 2.80 0.270
H 0.56 1.68 3.84 -0.260
C 3.38 4.58 8.32 -0.911
C 2.82 5.69 9.19 -0.420
C 1.99 5.16 10.36 -0.469
C 0.80 4.43 9.90 0.305
N -0.12 3.85 9.54 -0.437
H 2.58 3.99 7.86 0.121
H 3.99 4.99 7.51 0.324
H 4.01 3.90 8.90 0.330
H 2.21 6.36 8.59 0.293
H 3.64 6.29 9.60 0.307
H 1.66 5.98 11.00 0.285
H 2.58 4.49 10.99 0.275
C -5.13 -7.58 -2.11 -1.006
C -5.20 -7.98 -0.64 -0.410
C -5.32 -6.78 0.30 -0.507
C -4.14 -5.91 0.23 0.319
N -3.22 -5.23 0.19 -0.415
H -4.24 -6.97 -2.31 0.241
H -5.08 -8.46 -2.75 0.317
H -6.01 -7.00 -2.40 0.299
H -4.32 -8.57 -0.37 0.296
H -6.07 -8.62 -0.48 0.307
H -5.44 -7.11 1.33 0.291
H -6.20 -6.19 0.05 0.270
C -0.84 1.06 -8.14 -0.904
C -1.89 0.80 -9.22 -0.392
C -1.26 0.54 -10.59 -0.523
C -0.52 1.71 -11.06 0.222
N 0.08 2.62 -11.42 -0.389
H -0.26 1.95 -8.37 0.469
H -1.32 1.23 -7.17 0.075
H -0.15 0.22 -8.04 0.306
H -2.58 1.64 -9.28 0.324
H -2.50 -0.07 -8.95 0.241
H -2.04 0.30 -11.32 0.322
H -0.58 -0.31 -10.55 0.276
```

The LUMO energy is -4.803 eV. The calculation puts the orbital gap at 6.98 eV. As for the max |F|: 0.634 eV/Å. The total charge is +1. Its energy is -4395.6810 hartree.

Record 5
Here is one molecule with the formula C18H19N7O4S2 at a distorted geometry from the Open Molecules 2025 dataset. Energies are from wB97M-V/def2-TZVPD.

The geometry in XYZ format:
```
50
Properties=species:S:1:pos:R:3:nbo_charge:R:1
C 0.30 -3.07 0.08 -0.604
H -0.60 -3.51 0.50 0.211
H 0.02 -2.33 -0.66 0.244
H 0.88 -3.85 -0.40 0.210
C 1.12 -2.42 1.20 -0.459
C 2.42 -1.92 0.73 0.101
N 2.75 -1.70 -0.49 -0.279
N 3.98 -1.25 -0.67 -0.292
C 4.65 -1.12 0.42 0.220
N 5.95 -0.69 0.51 -0.648
C 6.60 0.28 -0.24 0.685
O 7.79 0.39 -0.17 -0.562
C 5.71 1.22 -1.01 -0.642
H 6.32 1.80 -1.70 0.258
H 4.88 0.73 -1.51 0.313
S 4.97 2.37 0.19 0.266
C 3.26 1.98 0.03 0.329
N 2.86 1.26 -0.95 -0.554
C 1.53 0.94 -1.07 0.436
N 1.21 0.26 -2.18 -0.773
H 1.97 -0.19 -2.66 0.404
H 0.29 -0.21 -2.17 0.435
C 0.63 1.38 -0.11 -0.136
C 1.07 2.22 0.97 0.621
O 0.34 2.67 1.84 -0.663
N 2.44 2.49 0.98 -0.599
H 2.80 3.07 1.72 0.430
N -0.76 1.15 -0.04 -0.585
C -1.58 0.26 -0.62 0.679
O -1.22 -0.58 -1.45 -0.673
C -3.00 0.35 -0.20 -0.187
C -3.95 -0.17 -1.06 -0.143
C -5.30 -0.14 -0.76 -0.272
C -5.72 0.43 0.44 0.314
C -4.76 0.93 1.32 -0.258
C -3.43 0.90 1.01 -0.160
H -2.72 1.29 1.73 0.216
H -5.10 1.35 2.26 0.228
O -7.01 0.52 0.85 -0.486
C -8.03 0.02 0.01 -0.254
H -8.96 0.21 0.54 0.203
H -8.04 0.54 -0.95 0.179
H -7.91 -1.06 -0.16 0.178
H -6.01 -0.55 -1.46 0.215
H -3.62 -0.62 -1.99 0.235
H -1.15 1.76 0.68 0.433
H 6.54 -1.16 1.19 0.423
S 3.74 -1.56 1.86 0.309
H 0.56 -1.58 1.63 0.232
H 1.29 -3.14 2.01 0.221
```

The LUMO energy is 0.214 eV. The calculation puts the orbital gap at 7.97 eV. As for the SMILES: CCc1nnc(NC(=O)CSc2nc(N)c(NC(=O)c3ccc(OC)cc3)c(=O)[nH]2)s1. As for the max |F|: 1.774 eV/Å. Its energy is -2178.0255 hartree. The value obtained for the energy above the lowest of the compared OMol25 structures with the same formula, charge and spin is 0.0 kJ/mol.

Question: The highest energy belongs to which entry?
Answer: C5H13NO

Question: Which of these has the lowest max |F|?
Answer: C31H53BrN7O3